{
  "formula": "CH3FO2",
  "method": "the ωB97M-V functional and the def2-TZVPD basis",
  "homo_energy_ev": -11.3,
  "e_above_lowest_ev": 0.1214,
  "e_lumo_ha": 0.029,
  "orbital_gap_ev": 12.0,
  "e_tot_ev": -7898.1358,
  "charge": 0,
  "elements": ["O", "C", "H", "H", "O", "F", "H"],
  "coordinates": [[-0.26535, 1.12302, 0.41399], [-1.10334, 0.35258, 0.08633], [-0.09164, -1.16031, 0.25134], [-2.10589, 0.73440, -0.42490], [-0.95525, -0.94000, -0.09136], [2.40620, -0.50315, -0.16455], [2.11528, 0.39345, -0.07085]],
  "atomic_forces_ev_per_a": [[1.12, 0.61, 1.08], [-2.63, 1.35, -3.06], [0.94, -0.45, 0.18], [1.51, -0.97, 1.44], [-0.72, -0.56, 0.29], [-0.41, 0.99, 0.11], [0.18, -0.97, -0.04]]
}